[1]
10
Properties=species:S:1:pos:R:3 method="wB97M-V/def2-TZVPD" multiplicity=1 e_above_lowest_kj_mol=213.7 orbital_gap_ev=10.76 lumo_energy_ev=0.337 homo_ev=-10.4225 charge=0 fmax_ev_per_a=6.6 smiles="CC(=O)NC#N"
C 0.918 -0.723 0.663
C 0.617 0.478 -0.203
O 1.456 1.236 -0.430
N -0.658 0.672 -0.799
C -1.689 -0.051 -0.588
N -2.684 -0.625 -0.309
H 0.609 -0.252 1.807
H 2.051 -0.864 0.537
H 0.214 -1.667 0.311
H -0.835 1.796 -0.989

---

[2]
14
Properties=species:S:1:pos:R:3 method="wB97M-V/def2-TZVPD" multiplicity=1 e_above_lowest_kj_mol=594.5 orbital_gap_ev="8.27 / 7.70" lumo_energy_ev="-6.225 / -6.700" homo_ev="-14.4953 / -14.4002" charge=+1 fmax_ev_per_a=6.2
C 1.983 1.115 -1.803
C 0.803 0.850 -2.020
C -0.651 -0.332 -0.213
C -1.825 -0.894 3.079
C -1.170 -1.527 1.886
N -0.403 0.768 -2.221
N -1.142 -0.036 -1.335
O -1.597 -1.222 4.189
O -0.977 -1.044 0.722
H 2.169 1.969 -1.182
H 2.833 0.613 -2.387
H -2.641 -0.123 2.849
H -0.310 -2.261 2.075
H -1.903 -0.351 -1.892

---

[3]
21
Properties=species:S:1:pos:R:3 method="wB97M-V/def2-TZVPD" multiplicity=6 e_above_lowest_kj_mol=0.0 orbital_gap_ev="6.20 / 6.84" lumo_energy_ev="-12.224 / -16.078" homo_ev="-18.4238 / -22.9176" charge=+3 fmax_ev_per_a=7.8
Ru 0.573 -0.907 -2.137
O 2.852 -0.802 -0.100
C 1.948 -0.812 -0.829
C -0.384 -2.552 -1.863
O -0.967 -3.545 -1.790
C 0.572 0.739 -3.125
O 0.546 1.687 -3.797
C 1.796 -1.734 -3.368
O 2.540 -2.231 -4.105
S -1.471 0.077 -1.100
C -1.028 0.495 0.521
N -0.557 1.683 0.918
C -0.389 1.767 2.363
C -0.817 0.387 2.837
N -1.169 -0.290 1.596
H -0.424 2.407 0.229
H -1.026 2.559 2.760
H 0.644 1.979 2.652
H -1.688 0.425 3.493
H -0.005 -0.114 3.371
H -1.548 -1.217 1.473

---

Copy entry 1 word for word.
10
Properties=species:S:1:pos:R:3 method="wB97M-V/def2-TZVPD" multiplicity=1 e_above_lowest_kj_mol=213.7 orbital_gap_ev=10.76 lumo_energy_ev=0.337 homo_ev=-10.4225 charge=0 fmax_ev_per_a=6.6 smiles="CC(=O)NC#N"
C 0.918 -0.723 0.663
C 0.617 0.478 -0.203
O 1.456 1.236 -0.430
N -0.658 0.672 -0.799
C -1.689 -0.051 -0.588
N -2.684 -0.625 -0.309
H 0.609 -0.252 1.807
H 2.051 -0.864 0.537
H 0.214 -1.667 0.311
H -0.835 1.796 -0.989

---

Question: Which value of multiplicity does entry 3 give?
Answer: 6